Entry 1:
An isolated molecule of C21H18N4S in a non-equilibrium geometry. Source: the OMol25 dataset; level of theory: wB97M-V/def2-TZVPD.

For the total energy, the calculation gives -38862.2534 eV. The value obtained for the lowest unoccupied orbital energy is 0.022 hartree. As for the orbital gap: 8.518 eV. Its molar mass is 358.47 Da. The total charge is 0. The energy relative to the best compared isomer or geometry (same formula, charge and spin) is 236.9 kJ/mol. The largest force on an atom is 6.20 eV/A.

Cartesian coordinates (Å):
N (0.250, -2.446, 0.590)
N (0.868, 6.007, 0.254)
N (2.372, 0.045, -1.078)
S (-1.375, 2.216, -0.469)
C (-0.487, -2.164, 1.604)
C (-0.155, 1.410, 0.532)
C (0.592, -1.199, 0.083)
C (0.802, 2.253, 0.983)
C (-0.034, -0.083, 0.761)
C (-0.220, 6.072, -0.599)
C (1.349, 4.864, 0.747)
C (1.633, -1.087, -1.024)
C (3.394, 0.352, -1.832)
C (1.910, -2.053, -1.947)
C (3.767, -0.660, -2.712)
C (3.065, -1.896, -2.710)
C (-0.910, 4.899, -0.864)
C (-0.539, 3.781, -0.202)
C (0.612, 3.679, 0.559)
N (-0.636, -0.874, 1.674)
C (3.848, 1.832, -1.842)
C (-0.672, -2.265, 4.070)
C (-1.022, -0.754, 4.016)
C (-2.483, -1.845, 2.565)
C (-1.242, -2.761, 2.781)
C (-1.642, -0.522, 2.635)
H (1.551, 1.964, 1.750)
H (-0.491, 7.067, -1.045)
H (2.228, 4.692, 1.310)
H (1.372, -3.002, -1.845)
H (4.601, -0.384, -3.349)
H (3.369, -2.684, -3.360)
H (-1.858, 4.827, -1.463)
H (3.651, 2.324, -0.846)
H (4.902, 2.077, -2.296)
H (3.144, 2.370, -2.412)
H (-1.169, -2.634, 4.961)
H (0.451, -2.305, 4.037)
H (-0.143, -0.145, 4.066)
H (-1.782, -0.338, 4.832)
H (-3.138, -2.082, 3.373)
H (-3.042, -1.901, 1.656)
H (-1.356, -3.851, 2.771)
H (-2.048, 0.488, 2.569)

Entry 2:
An isolated molecule of C21H18N6O3S in a non-equilibrium geometry. Source: the OMol25 dataset; level of theory: wB97M-V/def2-TZVPD.

For the total energy, the calculation gives -47983.5104 eV. The value obtained for the lowest unoccupied orbital energy is -0.019 hartree. As for the orbital gap: 8.479 eV. Its molar mass is 434.48 Da. The total charge is 0. The energy relative to the best compared isomer or geometry (same formula, charge and spin) is 447.2 kJ/mol. The largest force on an atom is 6.71 eV/A.

Cartesian coordinates (Å):
O (-0.509, -3.149, -1.067)
O (0.622, 2.371, 4.979)
O (1.575, 0.242, 5.440)
N (0.587, -2.611, -5.123)
N (-2.327, 1.437, 4.302)
N (-3.122, 1.000, 6.466)
C (-0.093, -2.070, -1.651)
C (1.254, -1.431, -5.010)
C (1.007, -0.982, -3.587)
C (0.273, -1.997, -2.999)
C (-2.196, 1.045, 5.555)
C (-3.480, 1.774, 3.834)
C (-4.334, 1.319, 5.987)
C (-4.587, 1.577, 4.604)
C (3.402, 0.984, -8.041)
C (3.010, -0.273, -8.230)
C (3.069, 1.534, -6.783)
C (2.283, -0.896, -7.262)
C (2.474, 0.795, -5.738)
C (0.143, 0.952, 0.687)
C (-0.163, -1.318, 1.377)
C (0.150, 1.329, 2.102)
C (-0.101, -0.873, 2.742)
C (2.007, -0.495, -5.976)
C (-0.029, -0.419, 0.308)
C (0.169, 0.373, 3.109)
N (0.153, -3.011, -3.894)
N (-0.036, -0.804, -1.011)
N (-0.950, 0.454, 5.816)
C (-0.668, -0.369, 7.009)
S (0.452, 0.919, 4.852)
H (1.343, -0.051, -3.251)
H (-3.512, 2.324, 2.926)
H (-5.266, 1.556, 6.602)
H (-5.510, 1.794, 4.169)
H (3.873, 1.595, -8.797)
H (3.217, -0.753, -9.122)
H (3.279, 2.590, -6.614)
H (2.139, -1.898, -7.499)
H (2.224, 1.354, -4.833)
H (0.082, 1.740, -0.121)
H (-0.301, -2.408, 1.328)
H (0.268, 2.363, 2.268)
H (-0.265, -1.627, 3.543)
H (0.237, -4.006, -3.576)
H (-0.018, -0.046, -1.629)
H (0.147, -1.043, 6.723)
H (-0.445, 0.176, 7.945)
H (-1.532, -1.069, 7.139)